1.
Formula: C6H10O
Source: the Open Molecules 2025 dataset
Level of theory: ωB97M-V with the def2-TZVPD basis set

Last column: natural (NBO) charge in e.
Cartesian coordinates (Å):
O  2.45184  -0.53719  1.89409  -0.662
C  -0.31998  1.88531  -1.34943  -0.131
C  -0.04069  0.29589  0.37906  -0.140
C  -2.00796  0.01719  -1.16838  -0.691
C  0.62441  -0.90780  0.37623  0.057
C  1.40468  -1.46780  1.51231  -0.159
C  -0.84198  0.79901  -0.70228  0.066
H  0.81799  -1.63632  2.41364  0.224
H  2.08286  0.35179  2.00573  0.461
H  1.99939  -2.32997  1.24328  0.234
H  -1.75034  -0.93196  -1.65271  0.270
H  -2.68197  -0.26970  -0.35584  0.265
H  -2.67918  0.64568  -1.75795  0.259
H  0.68435  -1.43416  -0.57919  0.233
H  -0.60937  2.01277  -2.38372  0.240
H  0.36550  1.06170  1.04902  0.246
H  0.50044  2.44554  -0.92386  0.227

Output
* DFT total energy: -309.46187 Ha
* net charge: +1
* spin multiplicity: 2
* highest occupied orbital energy (alpha / beta): -14.82 / -14.83 eV
* HOMO-LUMO gap (alpha / beta): 9.718 / 6.732 eV

2.
Formula: C6H10O2
Source: the Open Molecules 2025 dataset
Level of theory: ωB97M-V with the def2-TZVPD basis set

Last column: natural (NBO) charge in e.
Cartesian coordinates (Å):
O  -2.41350  -0.43896  0.03583  -0.696
O  2.31413  -0.62301  -0.07808  -0.713
C  -0.98316  -0.10282  -0.01180  0.196
C  -0.65798  1.40598  -0.19467  -0.407
C  0.92537  1.38976  0.10466  -0.439
C  -0.16183  -0.52039  1.07973  -0.457
C  0.97080  -0.10973  -0.06850  0.281
C  -0.02119  -0.76955  -0.97691  -0.453
H  1.30791  2.03355  -0.71036  0.229
H  -0.16906  -1.68464  -0.79615  0.189
H  -1.44381  2.28321  0.36860  0.243
H  -0.00307  -1.64764  0.80395  0.206
H  1.20856  1.74151  1.17981  0.223
H  2.42371  -1.39006  0.81887  0.465
H  0.02370  0.10291  2.10187  0.240
H  -0.89280  1.25020  -1.44085  0.218
H  0.20308  -0.57433  -2.00493  0.216
H  -2.29519  -1.37854  0.42224  0.459

Output
* DFT total energy: -384.87280 Ha
* highest occupied orbital energy: -9.80 eV
* HOMO-LUMO gap: 10.340 eV

3.
Formula: C6H10O2
Source: the Open Molecules 2025 dataset
Level of theory: ωB97M-V with the def2-TZVPD basis set

Last column: natural (NBO) charge in e.
Cartesian coordinates (Å):
O  0.22707  -1.06883  0.30805  -0.555
O  1.50488  0.34958  -0.72058  -0.544
C  2.75244  -0.34348  0.04265  -0.288
C  -0.41804  1.46924  0.74162  -0.472
C  0.35436  0.32403  -0.10168  0.564
C  -0.95456  1.01938  -0.72347  -0.279
C  -1.81491  -0.17584  -0.20304  -0.453
C  -1.04503  -1.46068  -0.10713  -0.059
H  -2.60727  -0.50380  -0.95770  0.206
H  2.94132  0.28276  1.07969  0.196
H  3.51260  0.11680  -0.82032  0.220
H  -1.03215  1.10850  1.55908  0.213
H  -1.50582  -2.14528  0.89109  0.189
H  -1.09164  1.72918  -1.44017  0.237
H  2.76134  -1.43173  0.25632  0.218
H  -0.01105  2.61850  0.79048  0.226
H  -1.12162  -1.74887  -1.19927  0.181
H  -2.45190  -0.13948  0.60436  0.203

Output
* SMILES: CO[C@@]12C[C@@H]1CCO2
* DFT total energy: -384.86726 Ha
* highest occupied orbital energy: -8.74 eV
* HOMO-LUMO gap: 9.768 eV

For the records above, the corresponding max |F| values read 0.043, 0.152, 0.177 hartree/bohr.
For the records above, the corresponding M values read 98.1, 114.1, 114.1 g/mol.
For the records above, the corresponding energy above the lowest of the compared OMol25 structures with the same formula, charge and spin values read 52.3, 144.1, 147.6 kcal per mole.